(1)
154
Properties=species:S:1:pos:R:3 method="wB97M-V/def2-TZVPD" homo_lumo_gap_ev=6.21 energy_ha=-15672.62629 lumo_energy_ev=0.2
I -0.4383 0.2631 -4.8948
I 0.2215 -4.4074 -3.1983
Cl -4.5091 1.9000 -9.2174
Cl 6.1618 6.4036 0.0972
Cl 1.5353 -8.2275 5.7026
Cl 4.8200 -3.2314 -2.8088
Cl 4.0728 -1.7601 -6.6607
Cl 3.5843 -4.6031 -7.1962
Cl 0.2586 6.0437 4.4427
Cl -3.7833 0.0604 -7.0622
Cl -0.8197 -1.3004 6.6280
Cl 3.5307 4.7719 3.9070
Cl -4.6989 6.6991 6.3753
Cl -2.3488 5.4919 3.2484
Cl -6.4054 7.8356 4.2861
Cl 0.5733 1.9937 -8.0166
Cl 1.7266 -2.6118 6.1072
Cl 4.2974 2.3173 -4.0452
Cl 5.5029 3.6208 -0.5323
Cl 3.1259 2.8015 -6.6693
Cl 1.6519 -9.1594 0.3094
Cl 1.7871 -5.3523 5.2226
Cl 6.0974 3.4373 3.5078
Cl -4.3230 6.7398 -0.1040
Cl 5.4856 -0.4257 -2.3344
Cl -0.5297 0.5456 -10.3126
Cl 2.6455 -9.7581 2.9985
Cl -5.9802 5.3995 1.8973
P -1.2922 -0.4165 3.3641
P -1.8465 1.8318 1.7434
P 1.2123 -1.0748 2.1021
O 0.2121 -2.4186 -0.3973
O -0.9678 -0.7046 -1.3459
O -1.6647 -2.0272 3.5090
O -3.9489 0.6190 -4.0739
O -2.2998 0.5573 4.2603
O -3.8214 -0.8179 1.6320
N 2.0425 -0.5753 -1.5191
N 3.0276 1.2435 -0.4821
N 1.3834 1.6170 -2.1246
N -1.1492 0.2302 1.7618
C -1.4478 6.5030 4.3818
C 1.8932 0.2384 3.2554
C 1.3574 -4.5325 0.1575
C 5.2354 4.7248 4.3610
C 2.7320 -1.6496 1.2370
C 4.7321 -3.3981 -6.5952
C 3.1608 1.0051 2.8625
C -5.0127 1.1655 -7.6908
C -2.8970 -1.1894 -2.8402
C 0.8723 -1.4369 7.1145
C -5.3048 -1.1377 3.4758
C 1.7386 0.6993 -0.9636
C -0.0769 -0.2458 0.8700
C 1.9616 -6.9720 4.5308
C 0.8980 -2.4735 -5.4626
C -2.0256 -2.0116 0.3946
C -6.3203 6.7443 5.6723
C -0.7028 -1.3839 -0.0883
C -4.0208 2.4680 0.0603
C -3.3440 -1.2274 0.3405
C -2.4873 2.2701 0.0345
C 1.8477 -5.1632 1.4884
C -0.5868 -1.4957 -3.6805
C 0.6709 0.8912 0.1396
C -4.6886 -1.7812 2.2082
C 6.7263 4.7275 0.0979
C 6.0633 -2.0925 -2.2702
C 3.1788 3.3067 -4.9793
C -0.5146 3.1286 1.9756
C -3.2591 0.3093 -2.8724
C -1.4312 -1.5418 -2.3880
C -5.5270 6.9456 1.1751
C -0.8918 1.5561 -8.9072
C 0.1118 -2.5290 -4.1645
C 1.2279 -9.6701 1.9474
C 0.1475 -3.5915 0.3884
H 1.3491 -0.4700 6.9970
H 2.5456 -2.2408 0.3495
H -4.1426 -1.8745 -0.0467
H -4.5869 1.6460 -0.3779
H 1.3047 -7.0540 3.6727
H -6.5853 5.7461 5.3421
H 1.3220 -1.0185 -2.0617
H 3.4834 1.5675 3.7522
H -0.7263 -4.2274 0.1797
H 6.9311 -2.1869 -2.9125
H -7.0154 7.0900 6.4281
H 6.3245 -2.3289 -1.2452
H 4.9746 -3.6321 -5.5659
H -2.3735 0.9327 -2.7343
H 3.4452 -0.8738 0.9452
H -3.0059 -1.6099 -3.8454
H 1.1317 1.4849 0.9319
H 2.9628 -0.6411 -1.9157
H 0.7729 -10.6522 1.8982
H -1.5495 1.0058 -8.2452
H 2.1880 3.1975 -4.5487
H 5.6893 5.6753 4.1054
H -1.5184 7.5357 4.0608
H -2.2245 -2.8849 -0.2397
H -2.1511 1.4896 -0.6521
H 0.3919 1.5695 -2.3331
H 2.8800 -5.4920 1.3517
H 1.7143 -4.4983 2.3418
H 5.6239 -3.4359 -7.2101
H 2.1410 -0.3482 4.1499
H -0.0786 1.5780 -0.2652
H 3.2527 -2.3016 1.9539
H 0.9148 -1.7560 8.1491
H 3.6263 1.3470 -1.2959
H -3.3317 -0.3596 -0.3154
H 5.3104 4.5473 5.4274
H 3.4978 4.3417 -4.9344
H -1.8787 6.3875 5.3690
H -3.5817 -1.7766 -2.2204
H -4.2901 3.4176 -0.4071
H -5.1088 7.5788 1.9469
H 1.0375 -5.3761 -0.4614
H -0.2612 3.6001 1.0175
H -5.1756 1.9490 -6.9597
H 3.0144 1.7736 2.1049
H -1.9802 -2.4597 1.3875
H -1.3771 2.4633 -9.2471
H 1.6680 2.5638 -1.9017
H 2.8808 2.1751 -0.1082
H 7.6107 4.6570 -0.5247
H -2.0331 3.2035 -0.3119
H 1.2952 -3.4502 -5.7357
H 0.1028 -3.4034 1.4657
H -0.9325 -2.4717 3.9505
H -5.5177 -2.0560 1.5490
H -6.4127 7.4036 0.7498
H 2.1599 -4.0513 -0.4022
H -3.4925 0.2065 -4.8172
H -1.5070 -2.6022 -2.1557
H 1.2612 -6.0776 1.6342
H 0.4048 2.7282 2.4071
H 0.2037 -2.1958 -6.2616
H 4.0162 0.3728 2.6226
H -3.9896 0.5000 -2.0868
H 1.1152 0.9313 3.5693
H -4.3450 2.5522 1.1032
H -2.2429 0.2826 5.1827
H -5.9268 0.6080 -7.8560
H 1.7070 -1.7486 -5.4194
H 2.9909 -7.1132 4.2262
H 6.9587 4.4405 1.1162
H -4.1052 -2.6483 2.5416
H -5.2461 -1.7933 4.3450
H 0.5274 -8.9551 2.3658
H -6.3708 -0.9566 3.2947
H -0.9469 3.9202 2.5992
H -4.8669 -0.1587 3.6629

=====

(2)
96
Properties=species:S:1:pos:R:3 method="wB97M-V/def2-TZVPD" homo_lumo_gap_ev=8.17 energy_ha=-2754.12706 smiles="CCSCc1c(C[C@H](C)O)ccc2c1C(=O)NC2=O.CCOC(=O)OC.CCOC(=O)OC.CCOC(=O)OC.CCOC(=O)OC" lumo_energy_ev=-0.6
S 0.6868 2.2339 1.5118
O -2.4380 2.6937 -2.5230
O 2.4965 4.0459 6.5677
O 2.5525 -0.8865 2.3827
O -4.8750 5.6847 2.5896
O 3.9056 -4.0182 -5.9329
O -0.3166 -4.4717 2.3993
O 2.2094 2.1945 5.4971
O -1.8918 -4.6320 -3.9447
O -4.9571 5.4211 0.4511
O 4.0364 2.4107 6.8125
O 4.4796 -4.8756 -3.9242
O 0.1549 -3.7621 -4.3632
O -0.4546 -4.5446 -2.3379
O -5.0308 7.5224 1.2787
O 5.8710 -3.5850 -5.1570
N 1.4441 -2.9286 2.4424
C -1.0425 1.8721 1.9129
C 2.6685 -4.7320 -5.8352
C 4.7267 -4.2204 -4.9047
C 0.1585 -3.4228 2.0490
C -4.8909 6.5101 3.7627
C 3.0185 2.8373 6.3332
C -6.2837 7.0197 4.0701
C -0.8574 -0.1350 -0.5508
C 2.3168 -0.1124 6.2871
C 7.5533 -5.0839 -4.2175
C 3.2183 4.8116 7.5322
C -2.4701 1.3970 -1.8764
C -1.7317 -1.2023 -0.4807
C 6.8887 -3.7242 -4.1562
C 2.6041 0.8546 5.1573
C -0.6563 -4.2570 -3.6225
C -0.3664 -2.3608 1.1115
C -3.0718 0.4087 -2.8989
C -1.5804 2.8716 2.9543
C -1.0303 1.0798 -1.4529
C 0.8699 -4.2833 -1.8837
C 1.6235 -1.5667 2.0214
C 0.4850 -1.2602 1.0696
C -1.5049 -2.2930 0.3208
C 0.2722 -0.1723 0.2691
C -1.6401 -5.4609 -6.2277
C 1.2848 0.9637 0.3133
C -2.2634 -4.4247 -5.3156
C -4.9559 6.3315 1.4273
C -5.1371 5.9669 -0.8575
H 0.8735 -4.4324 -0.8064
H 3.1134 4.3640 8.5201
H -2.4992 -0.5168 -3.0047
H 7.9351 -5.2764 -5.2213
H -6.9865 6.1882 4.1428
H 3.6532 0.8297 4.8632
H -2.6333 -1.2134 -1.0810
H 6.4767 -3.5225 -3.1669
H 2.9132 0.1207 7.1689
H -4.1772 7.3279 3.6599
H -6.1484 6.3582 -0.9630
H 4.2696 4.8943 7.2636
H -1.1658 0.8637 2.3251
H -2.0015 -5.3378 -7.2488
H -2.1856 -3.1394 0.3427
H 6.8469 -5.8792 -3.9827
H 8.3786 -5.1382 -3.5072
H -6.2893 7.5727 5.0096
H -4.9957 5.1544 -1.5655
H -6.6449 7.6798 3.2824
H -3.0907 1.5442 -0.9868
H 2.2060 -3.4285 1.9870
H -1.8833 -6.4672 -5.8836
H -3.3479 -4.5142 -5.3492
H 2.1669 -4.5225 -4.8984
H -4.5461 5.8776 4.5794
H -3.2713 0.8778 -3.8625
H -1.4043 2.5376 3.9805
H 7.6238 -2.9488 -4.3664
H -0.5539 -5.3768 -6.2368
H 2.2477 0.5951 0.6598
H 1.2676 -0.0529 6.5826
H 1.3179 1.3908 -0.6898
H -2.6558 3.0108 2.8128
H 2.7788 5.8057 7.5465
H 1.1640 -3.2550 -2.0914
H -4.0584 0.0976 -2.5219
H 2.5428 -1.1341 5.9806
H -1.5174 2.8833 -2.7273
H -1.7218 1.9169 1.0547
H -0.6824 1.9450 -0.8706
H 2.0173 0.5780 4.2853
H -4.4055 6.7455 -1.0634
H 1.5782 -4.9782 -2.3347
H -2.0107 -3.4105 -5.6269
H 2.0344 -4.3977 -6.6519
H -0.3413 1.0119 -2.3093
H -1.1142 3.8587 2.8527
H 2.8481 -5.8025 -5.9431

=====

(3)
12
Properties=species:S:1:pos:R:3 method="wB97M-V/def2-TZVPD" homo_lumo_gap_ev="8.80 / 8.81" e_above_lowest_kj_mol=602.9 energy_ha=-339.60304 lumo_energy_ev="-0.3 / -0.3"
O 2.0202 -0.2522 -0.4558
O -0.0807 1.5579 0.3290
N 0.0060 -0.1786 0.8263
N 0.4422 -2.2721 0.7366
C -0.9190 1.7284 -0.7770
C 1.0234 -0.4424 0.1091
H -1.0366 2.8083 -0.9296
H -0.9309 -0.5079 0.6431
H -1.9270 1.3110 -0.6154
H -0.5043 1.3005 -1.7023
H 1.1423 -2.7097 0.1362
H 0.7645 -2.3432 1.7000

=====

(4)
17
Properties=species:S:1:pos:R:3 method="wB97M-V/def2-TZVPD" homo_lumo_gap_ev=10.53 e_above_lowest_kj_mol=158.7 energy_ha=-492.44253 smiles="NC(=O)C[C@H](N)C(=O)O" lumo_energy_ev=0.4
O 0.3055 1.9705 0.7207
O -1.4123 1.0064 1.7501
O 0.2997 -2.9273 0.1344
N -1.2096 0.7061 -1.8324
N 1.6346 -1.3438 1.2044
C 0.3305 -0.5488 -0.7501
C -0.9425 0.1897 -0.4453
C 0.6657 -1.7585 0.2530
C -0.6726 1.0709 0.7370
H 1.5891 -1.8412 2.0330
H -1.8829 1.4583 -1.7819
H -1.8780 -0.5017 -0.1982
H 0.1788 -0.9332 -1.8188
H -0.2973 1.1327 -2.1362
H 0.2860 2.3553 1.5699
H 1.8893 -0.3780 1.2905
H 1.1161 0.3425 -0.7302

=====

(5)
149
Properties=species:S:1:pos:R:3 method="wB97M-V/def2-TZVPD" homo_lumo_gap_ev=8.76 energy_ha=-4232.54684 charge=-1 lumo_energy_ev=2.2
S 0.3842 0.7804 0.2453
S -1.8807 -0.4728 -0.0388
F 2.0262 0.5595 2.3575
F -4.1016 -1.7250 0.6006
F 1.7651 -1.2445 1.1431
F -3.4974 -0.2570 2.0847
F 0.2093 -0.5814 2.4929
F -4.3442 0.3732 0.1974
O 3.6492 -6.4770 -1.7283
O -6.7067 1.7096 1.0072
O -4.8123 3.8160 0.7435
O -2.5891 -0.8472 6.7734
O -0.3128 4.5763 0.1947
O 4.3779 4.1613 -0.4067
O -0.2434 1.3303 4.6669
O 6.5399 0.4471 -0.0375
O -2.6746 2.8149 -0.8454
O 1.0027 2.0788 0.3490
O -6.0937 -0.4786 -3.0745
O 5.1689 0.5538 -4.9439
O -1.8896 2.8211 2.3177
O -1.2614 -1.7080 0.3566
O 0.6794 0.0532 -0.9480
O -2.2106 -0.2472 -1.4130
N 5.5999 3.1450 1.9663
N -1.7056 -3.0113 3.9585
N -1.2381 0.8495 0.6194
N -5.7649 2.4388 -1.4748
N 7.1741 -0.6473 2.6550
N -5.1044 -1.4216 -5.7762
N 4.9037 -4.0540 -1.4347
N 1.7989 1.1738 -3.4020
C -7.1775 2.8059 -1.1434
C 6.1458 -1.1577 1.7353
C 3.2365 1.3785 -3.5084
C -3.7854 -3.0297 -4.5315
C 3.8216 1.4035 -2.0972
C -1.7903 -1.7220 6.0253
C -6.7637 -1.1643 -2.0557
C -8.0363 2.6627 -2.3907
C -3.6753 -3.2703 5.2905
C 3.6636 4.3204 0.8018
C 4.1350 3.2401 1.7715
C 2.8244 -5.3449 -1.8070
C 2.7495 -2.8979 -1.3862
C -7.6125 1.8237 -0.0744
C -7.1955 0.8743 2.0153
C 5.0602 -1.8135 2.5667
C 5.5881 -0.0294 0.8685
C -2.5890 -2.2799 4.8682
C 3.4907 -4.1783 -1.0545
C -1.7426 -0.1374 7.6767
C 5.5960 1.8550 -5.0589
C 1.1759 -0.1831 1.6767
C -4.9672 -2.0835 -4.4892
C 3.8713 0.3101 -4.4009
C 3.0305 -7.6323 -2.2123
C 3.4051 3.3116 3.0995
C 6.9243 -0.4712 -1.0256
C -3.5540 -0.5235 0.7849
C -4.8569 -1.1004 -3.3533
C 4.2032 5.2515 -1.2688
H 0.1188 2.0336 5.2167
H 5.9285 2.3677 1.4032
H 3.7803 2.3266 1.2777
H -0.9577 -1.1912 5.5369
H 6.5626 -1.9550 1.1185
H -7.9180 0.8296 -0.4180
H 6.0343 3.9357 1.4923
H 2.5995 4.1002 0.6680
H 3.7533 2.6422 3.8904
H -4.1609 -3.0238 6.2355
H 3.7143 0.4100 -1.6466
H -0.9692 0.3119 7.0514
H 4.8122 5.0830 -2.1563
H 4.8627 1.7167 -2.0641
H -9.1004 2.7099 -2.1294
H 1.7560 -2.9529 -0.9457
H 5.3805 -2.6242 3.2286
H 3.9927 -0.6016 -3.7981
H 6.7394 -0.1203 3.4019
H 3.4561 2.3610 -3.9361
H -3.7685 -3.7325 -5.3617
H 5.5304 2.4552 -4.1441
H 2.4994 -4.9884 -2.7979
H -4.3250 -1.5251 -2.4964
H 1.3568 1.1142 -4.3128
H 6.0748 -0.8494 -1.6062
H -7.6990 3.3055 -3.2026
H -7.8563 -1.1424 -2.1405
H 2.0256 -7.7690 -1.7730
H -5.4303 2.9476 -2.2849
H 4.4012 -2.3978 1.9103
H -1.3794 -0.8164 8.4501
H -1.3271 -2.5331 6.6059
H 0.1690 3.7356 0.2890
H -5.6243 4.3036 0.9045
H -5.8451 -0.7396 -5.8561
H 3.6033 -8.5148 -1.9478
H -2.7501 2.7699 -1.8037
H 3.1622 5.3013 -1.6359
H -3.6409 -3.6065 -3.6125
H 3.3383 -2.0019 -1.1853
H -4.4046 -3.3609 4.4860
H 4.9602 -3.9022 -2.4377
H 3.2016 -0.0057 -5.2112
H 2.6322 -2.7772 -2.4746
H -8.1043 1.2630 2.4881
H -2.1644 2.0185 -0.6272
H -1.6497 2.1407 1.6500
H 2.3837 2.9707 2.8981
H -7.1528 3.8259 -0.7614
H 4.7418 -0.4729 0.3026
H -5.8574 -2.7274 -4.3566
H 1.8808 -5.6343 -1.3122
H -6.5834 -0.7119 -1.0725
H -8.4972 2.2831 0.4124
H 0.1239 0.5189 5.0309
H 3.8492 5.3033 1.2599
H -3.0410 -1.4383 4.3340
H 4.3747 6.2433 -0.8325
H 3.4775 4.2955 3.5727
H 2.8066 -7.5375 -3.2831
H 3.1740 2.0732 -1.5335
H -6.3959 0.8607 2.7598
H -3.1978 -4.2384 5.4761
H -2.2516 -3.6713 3.4149
H 1.6314 0.2887 -2.9341
H 5.3372 -4.9544 -1.2534
H 4.4562 -1.1285 3.1669
H -1.4136 2.5462 3.1075
H -4.1283 -0.3518 -3.6909
H -1.2963 -2.4251 3.2342
H 7.5219 0.0840 -1.7564
H -5.2001 -2.0521 -6.5589
H -7.3127 -0.1650 1.6820
H 5.0761 2.4289 -5.8427
H 5.0402 0.6779 1.4854
H -5.0992 2.9535 0.3953
H -2.3386 0.6639 8.1096
H 7.5811 -1.2675 -0.6669
H 6.6513 1.9031 -5.3365
H -2.8772 -2.4116 -4.5252
H -7.9254 1.6641 -2.8342
H 3.3606 -4.4764 -0.0117
H 0.2617 5.1200 -0.3520
H 7.8410 -0.0569 2.1737
H -5.8725 1.4656 -1.7554
H -6.5249 -2.2283 -1.9735